No. 1
{
  "formula": "C3H9IN",
  "method": "ωB97M-V/def2-TZVPD",
  "orbital_gap_ev": 9.44,
  "charge": 1,
  "e_above_lowest_kcal_mol": 56.75,
  "elements": ["C", "C", "C", "N", "I", "H", "H", "H", "H", "H", "H", "H", "H", "H"],
  "xyz": [[-1.211, 1.494, 1.954], [-0.670, 0.458, 1.309], [0.929, -1.043, -0.672], [0.316, -0.418, -1.937], [2.784, -0.004, -0.233], [-2.247, 1.355, 2.435], [-0.790, 2.368, 2.440], [0.357, 0.484, 0.998], [-1.160, -0.529, 1.227], [0.119, -1.000, 0.087], [1.002, -2.066, -0.796], [-0.712, -0.550, -2.077], [0.701, -1.119, -2.621], [0.582, 0.570, -2.115]],
  "mulliken_charge": [-0.508, -0.107, -0.690, -0.356, 0.274, 0.205, 0.294, 0.032, 0.137, 0.104, 0.503, 0.372, 0.378, 0.362]
}

---

No. 2
{
  "formula": "C6H9N",
  "method": "ωB97M-V/def2-TZVPD",
  "orbital_gap_ev": 8.73,
  "e_above_lowest_kcal_mol": 84.68,
  "elements": ["C", "C", "C", "C", "C", "C", "N", "H", "H", "H", "H", "H", "H", "H", "H", "H"],
  "xyz": [[1.520, -1.483, 0.830], [0.513, 0.683, 0.676], [-0.673, 0.830, 0.030], [-1.739, 1.772, 0.492], [-0.800, 0.001, -1.169], [0.273, -0.786, -1.298], [1.171, -0.445, -0.180], [0.608, -1.751, 1.365], [2.203, -1.023, 1.548], [1.980, -2.353, 0.361], [-1.938, 2.543, -0.261], [-1.400, 2.262, 1.409], [-2.684, 1.255, 0.703], [-1.646, 0.041, -1.856], [0.571, -1.473, -2.083], [2.041, -0.076, -0.565]],
  "mulliken_charge": [-0.869, -0.916, 0.826, -1.296, -0.324, -0.703, 0.198, 0.320, 0.356, 0.351, 0.290, 0.333, 0.291, 0.401, 0.402, 0.340]
}

---

No. 3
{
  "formula": "C5H4O2",
  "method": "ωB97M-V/def2-TZVPD",
  "orbital_gap_ev": 9.38,
  "smiles": "O=c1cccco1",
  "e_above_lowest_kcal_mol": 0.12,
  "elements": ["O", "C", "C", "C", "C", "C", "O", "H", "H", "H", "H"],
  "xyz": [[-2.657, 0.058, 0.616], [-1.488, 0.074, 0.336], [-0.835, -0.606, -0.775], [0.506, -0.564, -0.925], [1.321, 0.156, 0.015], [0.697, 0.803, 1.014], [-0.639, 0.821, 1.158], [-1.482, -1.163, -1.445], [0.982, -1.092, -1.747], [2.401, 0.166, -0.057], [1.193, 1.348, 1.810]],
  "mulliken_charge": [-0.568, 0.472, -0.440, -0.056, -0.416, -0.171, -0.271, 0.347, 0.380, 0.349, 0.375]
}

---

No. 4
{
  "formula": "C6H16N",
  "method": "ωB97M-V/def2-TZVPD",
  "orbital_gap_ev": [13.14, 7.10],
  "charge": 2,
  "spin_multiplicity": 2,
  "e_above_lowest_kcal_mol": 40.85,
  "elements": ["C", "C", "C", "C", "C", "C", "N", "H", "H", "H", "H", "H", "H", "H", "H", "H", "H", "H", "H", "H", "H", "H", "H"],
  "xyz": [[-3.011, -0.714, -0.968], [-2.262, -0.980, 0.437], [-1.007, -0.283, 0.875], [0.255, -0.654, 0.043], [0.870, 0.586, -0.636], [1.898, 1.384, 0.138], [3.221, 0.630, 0.303], [-2.829, -1.531, -1.664], [-4.075, -0.593, -0.798], [-2.626, 0.270, -1.269], [-1.968, -2.035, 0.294], [-3.020, -0.676, 1.184], [-1.328, 0.771, 0.952], [-0.762, -0.495, 1.931], [0.975, -1.140, 0.694], [-0.031, -1.353, -0.731], [1.248, 0.282, -1.616], [0.118, 1.321, -0.932], [1.530, 1.590, 1.138], [2.157, 2.279, -0.413], [3.721, 0.909, 1.152], [3.094, -0.382, 0.383], [3.833, 0.811, -0.496]],
  "mulliken_charge": [-0.799, -0.338, -0.780, -0.366, -0.827, -0.668, -0.285, 0.328, 0.369, 0.308, 0.353, 0.398, 0.471, 0.408, 0.342, 0.449, 0.453, 0.407, 0.357, 0.348, 0.358, 0.329, 0.385]
}

---

No. 5
{
  "formula": "C38H62BCl10N6O8",
  "method": "ωB97M-V/def2-TZVPD",
  "orbital_gap_ev": 10.29,
  "charge": -1,
  "e_above_lowest_kcal_mol": 0.00,
  "elements": ["O", "C", "O", "B", "O", "C", "O", "O", "C", "O", "C", "O", "O", "C", "C", "C", "C", "N", "H", "H", "H", "H", "H", "H", "H", "C", "C", "C", "C", "N", "H", "H", "H", "H", "H", "H", "H", "C", "C", "C", "C", "N", "H", "H", "H", "H", "H", "H", "H", "C", "C", "C", "C", "N", "H", "H", "H", "H", "H", "H", "H", "C", "C", "C", "C", "N", "H", "H", "H", "H", "H", "H", "H", "C", "C", "C", "C", "N", "H", "H", "H", "H", "H", "H", "H", "Cl", "C", "C", "Cl", "H", "H", "H", "H", "Cl", "C", "C", "Cl", "H", "H", "H", "H", "Cl", "C", "C", "Cl", "H", "H", "H", "H", "Cl", "C", "C", "Cl", "H", "H", "H", "H", "Cl", "C", "C", "Cl", "H", "H", "H", "H"],
  "xyz": [[2.299, 1.785, -1.045], [1.512, 0.864, -0.766], [0.974, 0.665, 0.443], [0.205, -0.599, 0.402], [0.347, -1.138, -1.006], [0.892, -0.209, -1.721], [1.071, -0.190, -2.948], [-1.210, -0.517, 0.789], [-1.431, -1.304, 1.792], [-2.491, -1.443, 2.381], [-0.165, -2.004, 2.132], [0.739, -1.602, 1.341], [-0.001, -2.852, 3.023], [0.211, 3.386, -5.054], [-0.322, 1.994, -5.540], [-1.706, 1.734, -4.886], [-2.309, 0.447, -5.259], [-2.748, -0.601, -5.513], [0.177, 3.575, -3.981], [-0.406, 4.184, -5.465], [1.227, 3.509, -5.430], [0.418, 1.241, -5.270], [-0.309, 2.077, -6.627], [-2.426, 2.485, -5.210], [-1.662, 1.832, -3.801], [-1.702, 0.066, 6.804], [-0.905, -0.209, 5.513], [-0.223, 1.030, 4.932], [-1.121, 2.238, 4.898], [-1.780, 3.187, 4.878], [-2.707, 0.441, 6.613], [-1.144, 0.736, 7.458], [-1.812, -0.875, 7.344], [-1.477, -0.687, 4.717], [-0.111, -0.917, 5.752], [0.140, 0.766, 3.939], [0.679, 1.243, 5.505], [-2.158, -3.750, -0.850], [-2.481, -4.794, -1.884], [-1.983, -6.250, -1.489], [-0.500, -6.501, -1.527], [0.616, -6.695, -1.483], [-1.081, -3.592, -0.907], [-2.299, -4.085, 0.177], [-2.630, -2.782, -1.021], [-1.942, -4.425, -2.757], [-3.524, -4.874, -2.188], [-2.400, -6.950, -2.214], [-2.367, -6.658, -0.554], [-0.592, 3.803, -1.254], [-0.691, 3.893, 0.280], [-0.750, 5.377, 0.696], [0.346, 6.176, 0.063], [1.202, 6.730, -0.475], [0.154, 4.483, -1.666], [-1.564, 4.083, -1.662], [-0.311, 2.800, -1.576], [0.201, 3.473, 0.745], [-1.576, 3.372, 0.645], [-0.773, 5.474, 1.781], [-1.694, 5.718, 0.270], [-4.037, 1.757, -0.202], [-4.799, 1.684, 1.136], [-3.866, 1.850, 2.349], [-4.368, 1.486, 3.630], [-4.828, 1.227, 4.619], [-3.238, 1.017, -0.156], [-3.645, 2.763, -0.350], [-4.754, 1.594, -1.006], [-5.405, 0.778, 1.162], [-5.574, 2.449, 1.173], [-3.666, 2.907, 2.525], [-2.973, 1.237, 2.230], [2.397, -4.127, -5.432], [1.576, -3.386, -4.307], [0.163, -2.791, -4.776], [0.295, -1.814, -5.853], [0.396, -1.013, -6.724], [1.916, -5.086, -5.624], [3.382, -4.326, -5.010], [2.472, -3.558, -6.359], [2.155, -2.529, -3.961], [1.424, -3.999, -3.419], [-0.454, -2.374, -3.979], [-0.423, -3.642, -5.124], [4.565, 6.237, -3.877], [3.336, 5.930, -2.574], [3.284, 4.528, -2.112], [4.907, 4.074, -1.344], [2.371, 6.270, -2.949], [3.589, 6.660, -1.805], [3.007, 3.818, -2.891], [2.381, 4.451, -1.506], [1.437, -2.544, 7.538], [2.227, -2.880, 5.931], [3.592, -3.598, 6.115], [4.861, -2.554, 6.820], [2.283, -2.029, 5.253], [1.512, -3.501, 5.391], [4.094, -3.837, 5.177], [3.510, -4.444, 6.796], [4.984, 2.061, -5.483], [4.497, 0.954, -4.128], [3.884, -0.356, -4.594], [4.700, -1.232, -5.948], [3.843, 1.530, -3.474], [5.334, 0.748, -3.460], [2.864, -0.101, -4.884], [3.701, -1.094, -3.813], [5.027, 2.251, 2.828], [3.918, 1.335, 1.766], [4.461, -0.019, 1.316], [4.383, -1.215, 2.603], [3.730, 1.902, 0.854], [2.953, 1.175, 2.248], [5.440, 0.057, 0.843], [3.804, -0.466, 0.569], [-4.799, -5.065, 5.184], [-3.971, -3.663, 5.791], [-4.401, -2.342, 5.181], [-6.117, -2.072, 5.529], [-2.901, -3.844, 5.690], [-4.268, -3.687, 6.839], [-4.281, -2.344, 4.097], [-3.813, -1.561, 5.663]],
  "mulliken_charge": [-0.243, -0.162, -0.445, 1.431, -0.331, 0.584, -0.533, -0.207, 0.670, -0.753, 0.342, -0.824, -0.724, -1.180, 0.585, 0.160, 0.013, -0.567, -0.032, 0.505, 0.392, -0.518, 0.470, 0.502, -0.228, -1.628, 1.432, 0.366, 0.125, -0.587, 0.360, 0.436, 0.427, -0.382, -0.668, -0.343, 0.501, -0.915, -0.298, -0.632, 0.274, -0.456, 0.139, 0.468, 0.339, 0.026, 0.386, 0.350, 0.360, -0.779, 0.812, -0.787, 0.387, -0.498, 0.195, 0.446, -0.088, -0.121, -0.383, 0.458, 0.319, -0.762, -0.695, 0.918, -0.330, -0.478, 0.039, 0.200, 0.455, 0.402, 0.428, 0.300, -0.449, -1.389, 0.415, 0.177, -0.044, -0.564, 0.385, 0.372, 0.317, -0.492, 0.451, -0.165, 0.563, -0.230, -0.691, 0.649, -0.211, 0.361, 0.436, -0.035, -0.356, -0.222, -0.179, -0.541, -0.205, 0.187, 0.261, 0.334, 0.360, -0.212, 0.216, 0.602, -0.228, -0.347, 0.371, -0.475, 0.105, -0.232, 0.822, -0.104, -0.151, -0.373, -0.188, 0.474, -0.186, -0.212, -0.443, 0.518, -0.191, 0.257, 0.385, -0.030, -0.299]
}

---

No. 6
{
  "formula": "HNOS2",
  "method": "ωB97M-V/def2-TZVPD",
  "orbital_gap_ev": [7.29, 6.77],
  "spin_multiplicity": 3,
  "e_above_lowest_kcal_mol": 0.00,
  "elements": ["N", "O", "S", "S", "H"],
  "xyz": [[-1.184, 0.679, -0.896], [1.078, -0.588, 1.346], [-1.929, -0.028, -1.996], [2.241, -0.310, 2.160], [-0.206, 0.247, -0.614]],
  "mulliken_charge": [-0.281, -0.263, 0.007, 0.252, 0.285]
}